1.
A structure of composition C35H27N4PSSe3TeV. Source: the OMol25 dataset; level of theory: ωB97M-V/def2-TZVPD.

Output
gap between HOMO and LUMO (spin up / spin down) = 0.172 / 0.171 Eh
energy relative to the best compared isomer or geometry (same formula, charge and spin) = 0.0 kJ/mol
multiplicity = 3
highest occupied orbital energy (spin up / spin down) = -3.2334 / -3.2376 eV
net charge = -1
expectation value of S² = 2.03

Last column: Mulliken spin population.
Element x y z (Å)
V -0.051 0.119 -0.347  2.205
Se 5.362 0.781 -0.930  0.000
Se 3.639 1.418 0.473  0.010
Te 1.989 2.769 -0.891  -0.001
Se 1.015 1.007 -2.392  -0.016
C -1.909 5.884 -2.586  -0.002
C -2.015 5.982 -1.207  0.001
C -1.926 4.843 -0.417  -0.003
C -1.725 3.597 -1.002  0.003
C -1.625 3.505 -2.390  -0.006
C -1.717 4.642 -3.176  -0.002
P -1.621 2.047 -0.039  0.021
C -1.793 2.602 1.692  -0.004
C -2.904 2.318 2.477  -0.004
C -2.937 2.708 3.810  0.001
C -1.863 3.384 4.366  -0.002
C -0.745 3.662 3.589  0.002
C -0.705 3.265 2.264  0.004
C -3.207 1.249 -0.428  -0.010
C -4.391 1.930 -0.539  -0.008
C -5.591 1.237 -0.789  0.000
C -5.576 -0.125 -0.910  0.000
C -4.367 -0.854 -0.815  0.015
C -4.346 -2.266 -0.935  0.000
C -3.165 -2.939 -0.837  0.004
C -1.953 -2.234 -0.648  -0.106
C -1.891 -0.862 -0.543  -0.010
C -3.147 -0.163 -0.596  -0.088
H -1.971 6.774 -3.200  0.000
H -2.164 6.947 -0.740  0.000
H -2.008 4.933 0.658  -0.001
H -1.450 2.540 -2.851  0.004
H -1.625 4.557 -4.251  0.000
H -3.744 1.782 2.054  0.000
H -3.804 2.474 4.415  0.000
H -1.888 3.682 5.406  0.000
H 0.107 4.170 4.022  0.000
H 0.182 3.449 1.666  0.001
H -4.405 3.009 -0.429  0.000
H -6.521 1.785 -0.875  0.000
H -6.497 -0.669 -1.087  0.000
H -5.279 -2.793 -1.097  0.000
H -3.147 -4.020 -0.917  0.000
H -1.043 -2.822 -0.593  0.007
S 0.460 0.143 1.879  -0.083
C 1.567 -1.229 1.902  0.024
N 2.023 -1.635 3.034  0.018
N 2.872 -2.671 3.178  0.010
C 4.002 -3.028 2.382  -0.002
C 4.689 -2.120 1.587  0.001
C 5.827 -2.527 0.907  0.000
C 6.289 -3.832 1.020  0.001
C 5.604 -4.735 1.820  -0.001
C 4.459 -4.336 2.497  0.001
N 1.891 -1.937 0.737  0.016
N 1.308 -1.589 -0.304  -0.021
C 1.677 -2.364 -1.455  0.001
C 2.840 -3.128 -1.467  -0.009
C 3.161 -3.849 -2.604  0.004
C 2.335 -3.810 -3.719  -0.006
C 1.182 -3.040 -3.702  0.004
C 0.854 -2.308 -2.573  0.017
H 3.016 -2.854 4.158  0.000
H 4.345 -1.101 1.469  0.001
H 6.323 -1.793 0.283  0.000
H 7.175 -4.143 0.482  0.000
H 5.949 -5.757 1.912  0.000
H 3.903 -5.039 3.106  0.000
H 3.492 -3.126 -0.607  -0.004
H 4.075 -4.429 -2.623  0.000
H 2.600 -4.369 -4.608  0.000
H 0.541 -2.994 -4.573  0.000
H -0.042 -1.703 -2.556  0.012

2.
A structure of composition C35H28Br2KN6O5 in a non-equilibrium geometry. Source: the OMol25 dataset; level of theory: ωB97M-V/def2-TZVPD.

Output
gap between HOMO and LUMO = 0.234 Eh
energy relative to the best compared isomer or geometry (same formula, charge and spin) = 13.2 kJ/mol
highest occupied orbital energy = -4.1938 eV
net charge = -1

Last column: Löwdin charge in e.
Element x y z (Å)
K 0.149 -0.886 -0.161  0.773
C -2.537 3.097 -0.587  -0.149
N -1.260 2.671 -1.146  -0.134
C -0.163 3.555 -0.765  -0.126
C 0.514 3.097 0.507  -0.263
C 0.457 3.807 1.695  -0.045
C 1.056 3.271 2.830  -0.069
C 1.718 2.066 2.727  -0.065
C 1.761 1.439 1.486  -0.133
N 1.163 1.928 0.398  0.118
C -1.359 2.398 -2.559  -0.145
C -2.021 1.068 -2.852  -0.263
C -1.822 0.465 -4.086  -0.046
C -2.456 -0.738 -4.351  -0.067
C -3.251 -1.307 -3.371  -0.073
C -3.396 -0.631 -2.171  -0.128
N -2.810 0.544 -1.911  0.123
C -2.602 2.978 0.905  -0.270
C -2.709 4.106 1.706  -0.059
C -2.765 3.946 3.077  -0.090
C -2.733 2.668 3.600  -0.068
C -2.668 1.594 2.711  -0.129
N -2.588 1.733 1.395  0.164
H -3.307 2.464 -1.005  0.103
H -2.752 4.143 -0.881  0.120
H -0.501 4.596 -0.660  0.118
H 0.594 3.547 -1.548  0.118
H -0.068 4.750 1.727  0.100
H 0.989 3.803 3.774  0.103
H 2.214 1.598 3.572  0.106
H 2.243 0.457 1.391  0.096
H -0.345 2.364 -2.967  0.106
H -1.870 3.214 -3.105  0.130
H -1.155 0.939 -4.807  0.111
H -2.304 -1.261 -5.288  0.104
H -3.683 -2.302 -3.482  0.108
H -4.001 -1.068 -1.377  0.118
H -2.724 5.081 1.243  0.106
H -2.848 4.799 3.740  0.102
H -2.805 2.475 4.665  0.098
H -2.665 0.577 3.092  0.099
O -0.214 -1.870 4.543  0.099
C -0.543 -1.521 3.278  -0.440
O -0.340 -0.415 2.835  0.085
C -1.200 -2.658 2.539  -0.194
C -1.656 -3.781 3.183  -0.006
C -2.228 -4.769 2.400  -0.048
C -2.292 -4.599 1.033  0.007
C -1.791 -3.438 0.462  -0.154
N -1.306 -2.478 1.234  0.120
C -1.790 -3.256 -1.068  -0.668
O -2.379 -4.138 -1.706  -0.018
O -1.209 -2.254 -1.528  -0.165
H 0.237 -1.083 4.893  0.130
H -1.548 -3.869 4.255  0.113
H -2.589 -5.686 2.851  0.104
H -2.692 -5.346 0.358  0.115
C 1.845 -0.133 -3.553  -0.027
C 2.976 -0.708 -2.745  -0.326
C 4.260 -0.912 -3.288  -0.030
C 5.221 -1.493 -2.525  -0.044
C 4.936 -1.882 -1.197  -0.204
C 5.837 -2.569 -0.340  -0.653
Br 7.625 -2.920 -0.891  0.695
C 5.438 -2.994 0.891  -0.200
C 4.143 -2.737 1.352  -0.623
Br 3.599 -3.349 3.055  0.720
C 3.193 -2.015 0.631  -0.476
O 2.047 -1.746 1.066  -0.224
C 3.634 -1.624 -0.728  -0.112
N 2.684 -1.027 -1.507  0.143
H 2.068 -0.078 -4.615  0.070
H 1.606 0.874 -3.207  0.070
H 0.941 -0.743 -3.426  0.080
H 4.455 -0.618 -4.308  0.103
H 6.210 -1.686 -2.921  0.070
H 6.132 -3.524 1.531  0.087

3.
A structure of composition C35H28CdN6O6. Source: the OMol25 dataset; level of theory: ωB97M-V/def2-TZVPD.

Output
gap between HOMO and LUMO (spin up / spin down) = 0.247 / 0.172 Eh
energy relative to the best compared isomer or geometry (same formula, charge and spin) = 92.7 kJ/mol
highest occupied orbital energy (spin up / spin down) = -2.3224 / -0.6429 eV
net charge = -2

Last column: Löwdin charge in e.
Element x y z (Å)
Cd 0.014 -0.162 0.073  1.433
O 4.463 0.771 1.926  0.027
C 4.410 -0.236 2.814  -0.284
C 5.603 -0.689 3.381  -0.037
C 5.589 -1.725 4.297  -0.123
C 4.389 -2.327 4.661  -0.123
C 3.208 -1.872 4.100  -0.043
C 3.191 -0.825 3.184  -0.082
C 1.908 -0.351 2.577  -0.483
O 1.990 0.400 1.539  -0.158
N 0.811 -0.763 3.154  0.045
N -0.293 -0.332 2.427  -0.066
C -1.421 -0.497 3.005  -0.125
C -2.684 -0.066 2.431  -0.184
C -3.860 -0.456 3.074  -0.092
C -5.111 -0.055 2.647  -0.150
C -5.179 0.798 1.540  -0.134
C -4.043 1.216 0.891  -0.043
C -2.737 0.798 1.287  -0.426
O -1.708 1.213 0.651  -0.182
H 3.502 0.870 1.606  0.057
H 6.525 -0.212 3.079  0.104
H 6.523 -2.069 4.728  0.086
H 4.377 -3.146 5.369  0.082
H 2.255 -2.318 4.351  0.102
H -1.434 -0.964 3.996  0.112
H -3.768 -1.097 3.948  0.096
H -6.007 -0.377 3.162  0.074
H -6.146 1.145 1.189  0.085
H -4.097 1.891 0.045  0.097
O 0.559 5.808 -5.968  -0.103
N 1.277 5.175 -5.144  -0.409
O 2.523 5.388 -5.088  -0.102
C 0.669 4.254 -4.305  -0.134
C -0.694 4.048 -4.459  0.012
C -1.382 3.054 -3.728  -0.163
C -2.757 2.801 -3.895  -0.039
C -3.347 1.783 -3.191  -0.080
C -2.555 0.998 -2.346  -0.177
N -1.263 1.204 -2.170  0.085
C -0.697 2.239 -2.800  -0.159
C 0.698 2.561 -2.499  -0.147
N 1.236 1.917 -1.452  0.093
C 2.498 2.140 -1.150  -0.136
C 3.285 3.047 -1.852  -0.055
C 2.733 3.752 -2.897  -0.009
C 1.393 3.529 -3.259  -0.052
H -1.217 4.640 -5.194  0.099
H -3.330 3.420 -4.576  0.105
H -4.406 1.576 -3.280  0.091
H -3.003 0.189 -1.786  0.078
H 2.896 1.571 -0.318  0.080
H 4.316 3.202 -1.563  0.096
H 3.300 4.476 -3.459  0.087
N 0.593 -5.099 -0.018  0.139
C 0.034 -3.880 0.308  -0.565
O 0.315 -3.309 1.334  0.053
C -0.962 -3.364 -0.708  -0.214
C -1.599 -2.067 -0.347  -0.061
H 1.436 -5.306 0.497  0.097
H 0.602 -5.352 -0.992  0.086
H -1.724 -4.154 -0.840  0.120
H -0.443 -3.269 -1.663  0.092
H -2.089 -1.977 0.617  0.049
H -2.100 -1.556 -1.159  0.028
C 2.909 -2.629 -3.199  -0.137
C 3.277 -2.520 -1.866  -0.121
C 2.456 -1.845 -0.965  -0.151
C 1.257 -1.258 -1.371  -0.250
C 0.912 -1.370 -2.719  -0.179
C 1.722 -2.046 -3.624  -0.123
H 3.549 -3.149 -3.904  0.082
H 4.210 -2.956 -1.522  0.088
H 2.761 -1.777 0.073  0.081
H 0.002 -0.901 -3.076  0.074
H 1.432 -2.106 -4.669  0.087

- Which value of net charge does entry 3 give?
  -2

- energy relative to the best compared isomer or geometry (same formula, charge and spin) of number 2 (C35H28Br2KN6O5)?
  13.2 kJ/mol